Entry 1:
This record from OMol25 describes a cluster of 2 separate species, C9H14O in total. The level of theory is the ωB97M-V functional and the def2-TZVPD basis.

XYZ file:
```
24
Properties=species:S:1:pos:R:3:forces:R:3
C -2.234447 -2.709746 -1.073714 -0.2 -0.2 1.6
C -1.398594 -1.747523 -0.201270 -0.1 -0.1 0.8
H -2.531403 -3.586155 -0.468369 0.6 -0.1 -0.5
H -3.195940 -2.325050 -1.323905 -0.8 0.9 -0.2
H -1.808993 -2.959934 -2.011530 0.8 -0.7 -0.7
H -0.837643 -2.335148 0.621862 -0.6 1.2 -1.4
H -2.122986 -1.070657 0.289418 0.5 -0.3 0.2
H -0.744405 -1.037452 -0.755783 -0.1 -0.9 0.4
C -0.651660 1.543619 2.195283 0.0 1.1 1.5
C 0.709624 1.023201 -1.386157 -1.5 1.3 0.4
C -0.134461 1.491548 -0.267223 1.5 -1.3 0.9
C 2.056430 0.866568 -1.148267 -0.3 -0.5 1.8
C 0.304289 1.343198 1.048247 1.3 0.3 -1.5
C 2.522846 0.622508 0.149874 1.1 0.5 -1.1
C 1.649603 0.913707 1.209060 -1.6 -0.1 2.4
O 2.895435 0.999240 -2.211321 1.8 -2.4 -1.4
H 0.307093 0.905724 -2.388288 0.2 0.4 0.0
H -1.097238 1.884329 -0.328810 -1.7 0.4 -0.9
H 3.423614 0.141961 -2.260200 -0.7 1.7 0.1
H 3.576164 0.388999 0.397810 -0.5 0.5 -0.5
H -0.692435 0.570240 2.683969 -0.8 -0.2 -0.1
H -1.651603 1.956205 1.878063 0.9 -0.8 0.2
H 2.015596 0.922393 2.235327 0.2 -0.3 -0.1
H -0.358883 2.198230 3.115930 0.1 -0.6 -1.8
```
Positions in Å, forces in eV/Å.

The net charge is -1. As for the HOMO energy (spin up / spin down): 0.77 / -3.36 eV. Its expectation value of S² is 0.76. The energy comes out at -11605.098 eV. For the energy above the lowest of the compared OMol25 structures with the same formula, charge and spin, the calculation gives 28.1 kcal/mol. As for the spin multiplicity: 2. The HOMO-LUMO gap (spin up / spin down) is 2.955 / 7.026 eV. The LUMO energy (spin up / spin down) comes out at 0.13682 / 0.13478 Eh.

natural (NBO) atomic charge list, values in e, 8 entries: -0.61, -0.63, 0.19, 0.19, 0.20, 0.20, 0.20, 0.26

***

Entry 2:
This record from OMol25 describes a cluster of 2 separate species, C9H14O in total. The level of theory is the ωB97M-V functional and the def2-TZVPD basis.

XYZ file:
```
24
Properties=species:S:1:pos:R:3:forces:R:3
C 0.682462 -0.488534 -3.417556 0.0 -0.1 0.1
C 1.035946 -1.224652 -2.124824 0.0 0.7 0.2
H 0.612615 -1.170384 -4.276456 0.0 0.1 0.1
H -0.277454 0.003672 -3.290188 -0.1 0.1 0.0
H 1.411632 0.294566 -3.638388 0.1 -0.1 -0.1
H 1.272824 -0.512705 -1.325802 0.0 0.0 -0.2
H 1.908015 -1.862867 -2.246878 -0.1 -0.3 0.0
H 0.166581 -1.751217 -1.730366 0.2 -0.4 -0.1
C 1.692871 0.651635 2.929148 0.3 0.2 0.1
C -1.294303 0.163265 -0.150617 0.7 0.3 0.2
C -1.129635 -0.842273 0.769537 -0.3 -0.3 0.0
C -0.506698 1.324007 -0.121784 -0.7 -0.3 -0.3
C -0.179287 -0.694493 1.849787 0.3 -0.1 0.2
C 0.530674 1.387398 0.854216 0.4 0.0 0.7
C 0.680258 0.423315 1.842198 -0.3 -0.1 -0.5
O -2.196715 0.024909 -1.193582 -0.3 0.1 -0.1
H -1.837150 -1.671943 0.754190 0.2 0.0 0.0
H -2.390267 -0.915913 -1.249818 -0.1 0.0 0.1
H -0.780388 2.144225 -0.768896 0.3 0.1 -0.2
H 0.055510 -1.556343 2.474271 -0.1 0.2 0.1
H 1.244867 2.206312 0.857822 -0.2 0.2 0.0
H 1.194921 0.846684 3.882803 -0.1 0.0 0.1
H 2.283711 1.542345 2.687130 0.0 -0.1 0.1
H 2.400959 -0.169570 3.111141 -0.2 -0.1 -0.2
```
Positions in Å, forces in eV/Å.

The net charge is -1. As for the HOMO energy (spin up / spin down): 0.66 / -3.37 eV. Its expectation value of S² is 0.76. The energy comes out at -11606.318 eV. For the energy above the lowest of the compared OMol25 structures with the same formula, charge and spin, the calculation gives 0.0 kcal/mol. As for the spin multiplicity: 2. The HOMO-LUMO gap (spin up / spin down) is 3.206 / 7.158 eV. The LUMO energy (spin up / spin down) comes out at 0.14213 / 0.13912 Eh.

natural (NBO) atomic charge list, values in e, 8 entries: -0.61, -0.62, 0.18, 0.22, 0.19, 0.24, 0.18, 0.21

***

Entry 3:
This record from OMol25 describes a cluster of 2 separate species, C9H14O in total. The level of theory is the ωB97M-V functional and the def2-TZVPD basis.

XYZ file:
```
24
Properties=species:S:1:pos:R:3:forces:R:3
C 0.520849 -2.377581 -0.795470 -0.5 -1.4 -3.5
C 1.912681 -1.338823 0.982898 0.5 -1.1 1.2
C 1.150752 -1.198815 -0.235032 0.0 0.8 2.1
C 2.612153 -0.293281 1.582805 0.0 1.0 -1.0
C 1.044558 0.089385 -0.676554 0.0 1.5 -0.9
C 2.641896 0.953494 0.960941 0.4 -0.5 0.8
C 1.850466 1.146955 -0.204369 0.5 0.4 0.4
H 1.918660 -2.278589 1.547743 -0.1 0.0 -0.5
H 3.174349 -0.427642 2.499043 -0.1 -0.2 0.1
H -0.031018 -3.198792 -0.323949 0.0 0.6 1.3
H 1.282981 -2.972433 -1.350172 0.1 0.1 0.3
H 0.334589 0.544680 -1.372039 -0.1 -1.3 -0.6
H 3.157183 1.781657 1.448664 0.0 -0.1 -0.2
H 2.112705 1.992856 -0.845243 -0.7 -0.1 0.2
H -0.130722 -2.116417 -1.655791 0.0 0.2 0.4
C -3.157199 0.342744 -0.278455 -0.1 0.4 -1.5
C -3.419852 1.526784 0.683108 0.4 -0.7 -1.3
O -2.794684 0.921259 -1.574011 0.0 -0.7 0.5
H -2.374403 -0.375345 -0.056027 0.3 0.3 0.5
H -4.043791 -0.261198 -0.526513 -0.1 0.2 0.7
H -3.081181 1.371650 1.697417 -0.4 -0.1 0.3
H -3.128622 1.810734 -1.522671 0.0 0.5 -0.4
H -4.456361 1.806630 0.520470 -0.3 0.0 0.8
H -2.855161 2.364759 0.267393 0.3 0.0 0.4
```
Positions in Å, forces in eV/Å.

The net charge is -1. As for the HOMO energy (spin up / spin down): 1.09 / -3.39 eV. Its expectation value of S² is 0.76. The energy comes out at -11604.689 eV. For the energy above the lowest of the compared OMol25 structures with the same formula, charge and spin, the calculation gives 37.6 kcal/mol. As for the spin multiplicity: 2. The HOMO-LUMO gap (spin up / spin down) is 2.457 / 6.745 eV. The LUMO energy (spin up / spin down) comes out at 0.13019 / 0.12338 Eh.

natural (NBO) atomic charge list, values in e, 8 entries: -0.62, -0.39, -0.14, -0.23, -0.22, -0.34, -0.42, 0.17

***

Entry 4:
This record from OMol25 describes a cluster of 2 separate species, C9H14O in total. The level of theory is the ωB97M-V functional and the def2-TZVPD basis.

XYZ file:
```
24
Properties=species:S:1:pos:R:3:forces:R:3
C -0.706885 1.371240 -1.142141 1.9 0.9 1.4
C -2.958253 -1.364525 0.939416 -1.4 -1.7 3.1
C -1.881603 -0.839655 1.611137 1.1 1.0 -1.7
C -3.340146 -1.349340 -0.375823 0.1 -0.1 -2.3
C -0.904873 -0.162430 0.775070 -3.8 -0.2 -2.1
C -2.551241 -0.483102 -1.163059 2.5 2.4 -1.4
C -1.432612 0.213825 -0.552247 -1.4 -1.5 0.2
H -3.663714 -1.984939 1.490359 -0.1 0.2 0.8
H -1.735883 -0.656427 2.664413 -0.6 -0.9 0.5
H -4.206037 -1.949069 -0.772259 1.1 0.8 0.5
H 0.076572 0.052100 0.985707 2.0 0.6 0.9
H -2.675418 -0.288658 -2.314366 -0.2 -0.2 2.3
H -0.707558 1.458602 -2.189642 0.1 -0.5 -1.8
H 0.407733 1.159516 -0.757518 -2.1 1.3 -1.1
H -1.053921 2.454292 -0.895059 0.6 -1.8 0.6
C 3.440021 0.551907 0.722104 -1.0 -0.5 -0.5
C 2.635049 -0.506285 -0.106499 0.4 -0.2 2.4
O 3.780543 1.678096 -0.153391 1.1 -0.9 1.8
H 2.758451 0.795722 1.669005 1.6 0.0 -2.0
H 4.407225 0.127457 1.032214 -0.3 0.5 0.2
H 3.105566 -1.018858 -0.918440 0.9 0.2 -0.6
H 3.044795 1.999021 -0.646459 -1.2 0.0 -0.3
H 1.837503 0.096607 -0.486559 -1.0 -0.5 -0.2
H 2.324675 -1.355102 0.584029 -0.3 1.3 -0.8
```
Positions in Å, forces in eV/Å.

The net charge is -1. As for the HOMO energy (spin up / spin down): 0.57 / -3.34 eV. Its expectation value of S² is 0.76. The energy comes out at -11603.900 eV. For the energy above the lowest of the compared OMol25 structures with the same formula, charge and spin, the calculation gives 55.8 kcal/mol. As for the spin multiplicity: 2. The HOMO-LUMO gap (spin up / spin down) is 2.807 / 6.688 eV. The LUMO energy (spin up / spin down) comes out at 0.12411 / 0.12287 Eh.

natural (NBO) atomic charge list, values in e, 8 entries: -0.60, -0.24, -0.32, -0.43, -0.44, -0.26, -0.08, 0.16

***

Entry 5:
This record from OMol25 describes a cluster of 2 separate species, C9H14O in total. The level of theory is the ωB97M-V functional and the def2-TZVPD basis.

XYZ file:
```
24
Properties=species:S:1:pos:R:3:forces:R:3
C -1.471914 3.098176 0.134498 3.3 1.5 -1.9
C -0.813955 1.857185 0.627974 -2.1 -0.4 -0.1
C -1.214836 0.671586 -0.040060 2.2 -0.4 0.4
C -0.597419 -0.496272 0.485428 -0.9 0.7 2.1
C 0.081528 -0.459225 1.770219 0.2 3.5 -2.1
O 0.575306 -1.549999 2.291598 0.5 -2.4 0.5
C 0.409481 0.763384 2.410469 -0.5 0.1 0.9
C -0.142108 1.901978 1.838022 -0.6 -1.5 -1.2
H -2.477812 3.193442 0.209478 -3.3 -0.6 0.1
H -1.161805 3.088307 -0.925726 -0.7 0.5 0.0
H -1.168599 4.114573 0.464358 0.7 -0.9 0.4
H -1.849262 0.734799 -0.974730 0.9 -0.4 1.3
H -0.838118 -1.522412 0.222781 -0.1 0.1 -0.7
H 0.369360 -2.261890 1.671823 0.2 -0.3 0.3
H 0.940707 0.868911 3.418171 -0.8 -0.7 -1.6
H -0.415499 2.810578 2.279334 1.1 1.3 1.4
C 1.745280 -2.048276 -1.433273 0.1 -2.9 -0.4
C 0.681669 -2.027516 -2.580917 -0.1 -0.9 1.0
H 2.661399 -2.523156 -1.814932 0.0 0.4 0.0
H 1.999280 -1.085736 -1.049658 -0.1 0.6 0.3
H 1.504871 -2.796659 -0.580614 -0.2 1.5 -1.2
H 1.124073 -1.706715 -3.586232 -1.1 0.4 1.6
H 0.270693 -3.039805 -2.772848 0.7 0.2 0.1
H -0.212319 -1.585260 -2.065167 0.7 0.7 -1.6
```
Positions in Å, forces in eV/Å.

The structure (SMILES) is Cc1ccc(O)cc1.CC. As for the HOMO energy: -8.09 eV. The energy comes out at -11605.528 eV. For the energy above the lowest of the compared OMol25 structures with the same formula, charge and spin, the calculation gives 48.6 kcal/mol. As for the spin multiplicity: 1. The HOMO-LUMO gap is 8.945 eV. The LUMO energy comes out at 0.03145 Eh.

natural (NBO) atomic charge list, values in e, 8 entries: -0.63, -0.06, -0.19, -0.30, 0.31, -0.64, -0.27, -0.19

***

Entry 6:
This record from OMol25 describes a cluster of 2 separate species, C9H14O in total. The level of theory is the ωB97M-V functional and the def2-TZVPD basis.

XYZ file:
```
24
Properties=species:S:1:pos:R:3:forces:R:3
C -1.126925 -2.270954 1.443835 3.6 1.0 0.5
C -0.498219 -1.644974 0.176188 -2.0 1.3 0.8
C 0.278726 -2.531445 -0.460116 1.9 1.3 -3.9
C 0.940089 -2.103268 -1.694481 -0.6 -3.4 1.2
C 0.665974 -0.897324 -2.260717 0.1 0.5 0.9
O 1.216629 -0.616450 -3.463838 -0.4 1.4 -0.6
C -0.112572 0.102626 -1.556818 0.1 -3.3 0.2
C -0.710683 -0.284115 -0.355586 1.1 -1.8 0.5
H -1.593871 -1.593683 2.100377 -0.3 1.3 0.9
H -0.190699 -2.710786 1.955372 -1.7 0.6 -0.2
H -1.820442 -3.044727 1.391168 -1.1 -1.5 -1.1
H 0.384498 -3.550368 -0.162805 0.1 -0.4 0.4
H 1.490222 -2.958170 -2.259161 -0.7 1.9 0.8
H 1.661738 -1.376682 -3.830620 0.1 -0.4 0.1
H -0.396981 0.942071 -2.117402 0.0 1.5 -0.2
H -1.201578 0.436549 0.296610 -0.3 -0.5 -0.6
C -0.076205 2.306059 1.147956 0.2 -0.6 2.1
C 0.375787 3.713098 1.445759 1.1 1.3 -2.0
H -0.994616 2.267706 0.642444 -1.1 0.3 -1.2
H 0.608072 1.645013 0.625201 0.2 0.2 0.2
H -0.374185 1.854027 2.149053 0.7 0.1 -1.1
H -0.466613 4.420451 1.421694 0.4 0.0 -0.9
H 1.350107 4.100849 0.919779 -2.2 -0.7 0.5
H 0.591747 3.794497 2.446106 1.0 -0.1 2.5
```
Positions in Å, forces in eV/Å.

The structure (SMILES) is Cc1ccc(O)cc1.CC. As for the HOMO energy: -8.36 eV. The energy comes out at -11605.730 eV. For the energy above the lowest of the compared OMol25 structures with the same formula, charge and spin, the calculation gives 44.0 kcal/mol. As for the spin multiplicity: 1. The HOMO-LUMO gap is 9.251 eV. The LUMO energy comes out at 0.03287 Eh.

natural (NBO) atomic charge list, values in e, 8 entries: -0.62, -0.04, -0.19, -0.29, 0.29, -0.67, -0.26, -0.18